Density functional theory data (wB97M-V/def2-TZVPD) for a gas-phase ion, C5H9N2S (charge +1) in a non-equilibrium geometry.

Positions of all 17 atoms, in Å:
C: 1.034 -1.447 -0.156
C: 2.342 -1.189 0.039
C: 0.874 0.771 -0.083
C: 0.025 1.986 -0.278
C: -1.184 -0.617 -0.251
N: 0.236 -0.381 -0.198
N: -1.955 0.010 0.800
S: 2.612 0.550 0.215
H: 0.697 -2.422 -0.197
H: 3.232 -1.738 0.196
H: -0.876 1.842 0.325
H: 0.410 2.961 0.209
H: -0.120 1.953 -1.277
H: -1.454 -0.228 -1.148
H: -1.173 -1.644 -0.444
H: -1.801 -0.644 1.549
H: -2.899 0.239 0.698

Total energy   -19138.6009 eV
Strongest force on any atom   5.36 eV/A
Total charge   +1